Entry 1:
{"formula": "C15H6Cl4N10O2SW", "method": "the ωB97M-V functional and the def2-TZVPD basis", "gap_ev": 4.982, "charge": 2, "e_lumo_ev": -10.07, "e_tot_ev": -97378.97610, "de_lowest_kcal_mol": 5.5, "elements": ["W", "Cl", "C", "C", "Cl", "C", "Cl", "C", "O", "C", "O", "C", "Cl", "N", "C", "N", "N", "N", "N", "C", "N", "N", "N", "N", "H", "S", "C", "N", "C", "C", "C", "C", "C", "C", "H", "H", "H", "H", "H"], "coordinates": [[0.066, -0.394, 0.615], [-6.442, 1.347, 1.225], [-4.800, 1.290, 0.788], [-4.248, 2.327, 0.010], [-5.225, 3.625, -0.487], [-2.895, 2.315, -0.374], [-2.178, 3.536, -1.308], [-2.162, 1.229, 0.059], [-0.816, 1.033, -0.142], [-2.695, 0.197, 0.831], [-1.747, -0.726, 1.106], [-4.027, 0.199, 1.215], [-4.651, -1.070, 2.153], [2.571, -1.166, -1.806], [1.791, -2.079, -1.191], [2.101, -3.236, -0.588], [1.172, -3.450, 0.304], [0.217, -2.549, 0.206], [0.557, -1.700, -0.811], [2.494, 0.111, -1.275], [3.122, 1.153, -1.680], [2.883, 2.109, -0.717], [2.174, 1.682, 0.219], [1.820, 0.350, -0.060], [3.400, -1.425, -2.330], [0.958, 2.066, 4.229], [0.138, 1.444, 2.926], [0.624, 0.288, 2.432], [1.757, -0.133, 3.156], [2.499, -1.288, 2.940], [3.596, -1.501, 3.756], [3.940, -0.602, 4.771], [3.192, 0.537, 5.003], [2.096, 0.757, 4.176], [-0.724, 1.941, 2.500], [2.234, -2.033, 2.194], [4.192, -2.392, 3.614], [4.798, -0.810, 5.393], [3.445, 1.223, 5.798]], "mulliken_charge": [1.873, -0.101, 0.263, 0.592, -0.098, -0.460, -0.107, 0.595, -0.535, 0.432, -0.666, -0.014, -0.112, 0.030, 0.325, -0.231, -0.338, -0.059, 0.019, 0.221, -0.383, -0.456, -0.234, 0.242, 0.330, -0.031, -0.004, 0.062, 0.360, -0.282, -0.894, -0.562, -0.552, 0.704, 0.371, 0.366, 0.452, 0.430, 0.453]}

---

Entry 2:
{"formula": "C15H86Br3F3N3O32S", "method": "the ωB97M-V functional and the def2-TZVPD basis", "gap_ev": 8.410, "charge": 1, "e_lumo_ev": -3.58, "e_tot_ev": -316044.64950, "elements": ["C", "C", "N", "C", "C", "C", "C", "N", "C", "C", "C", "C", "F", "Br", "C", "F", "F", "Br", "N", "C", "C", "C", "Br", "C", "S", "H", "H", "H", "H", "H", "H", "H", "H", "H", "H", "H", "H", "H", "H", "H", "H", "H", "H", "H", "H", "H", "H", "O", "H", "H", "O", "H", "H", "O", "H", "H", "O", "H", "H", "O", "H", "H", "O", "H", "H", "O", "H", "H", "O", "H", "H", "O", "H", "H", "O", "H", "H", "O", "H", "H", "O", "H", "H", "O", "H", "H", "O", "H", "H", "O", "H", "H", "O", "H", "H", "O", "H", "H", "O", "H", "H", "O", "H", "H", "O", "H", "H", "O", "H", "H", "O", "H", "H", "O", "H", "H", "O", "H", "H", "O", "H", "H", "O", "H", "H", "O", "H", "H", "O", "H", "H", "O", "H", "H", "O", "H", "H", "O", "H", "H", "O", "H", "H"], "coordinates": [[-1.971, 0.985, 2.728], [-0.827, 1.029, 1.859], [-0.997, 0.649, 0.442], [-0.734, -0.591, -0.285], [-0.097, -1.867, 0.461], [1.456, -1.522, 0.754], [2.049, -2.197, 2.110], [3.152, -1.344, 2.713], [-1.166, -0.387, -1.758], [-1.116, -1.435, -2.959], [0.192, -2.349, -3.014], [1.554, -1.555, -3.272], [1.863, -0.573, -2.268], [3.018, -2.933, -3.112], [1.699, -0.950, -4.759], [1.165, -1.792, -5.775], [3.118, -0.873, -5.017], [1.014, 0.898, -4.954], [-1.653, 0.998, -1.884], [-2.122, 1.598, -3.169], [-3.333, 2.640, -3.034], [-2.671, 4.136, -3.210], [-4.563, 2.432, -4.620], [-1.508, 1.535, -0.570], [-1.909, 3.245, -0.032], [-2.153, 1.812, 3.511], [-2.722, 0.120, 2.715], [0.144, 1.408, 2.337], [-0.621, -1.944, 1.481], [-0.276, -2.857, -0.070], [2.170, -1.774, -0.099], [1.518, -0.379, 0.931], [1.226, -2.320, 2.891], [2.519, -3.208, 1.879], [2.783, -0.402, 2.947], [3.825, -1.165, 1.950], [-1.155, -0.836, -3.938], [-2.094, -2.048, -2.941], [0.335, -3.039, -2.112], [0.052, -3.056, -3.917], [-2.523, 0.716, -3.800], [-1.209, 1.989, -3.727], [-3.902, 2.598, -2.049], [-3.159, 4.733, -4.076], [-1.537, 4.082, -3.403], [-2.771, 4.759, -2.243], [-0.756, 3.989, 0.189], [1.939, 2.769, 2.101], [1.610, 3.670, 2.227], [2.884, 2.888, 1.941], [-6.704, 1.815, -1.439], [-6.152, 2.124, -2.168], [-6.892, 0.894, -1.662], [1.999, -5.582, -4.865], [1.414, -4.998, -5.367], [2.392, -5.003, -4.197], [-1.814, -3.098, -5.444], [-1.264, -2.772, -6.169], [-2.008, -4.011, -5.691], [1.068, 3.903, 4.664], [0.881, 2.990, 4.404], [1.311, 3.834, 5.596], [1.638, 6.065, 2.309], [1.793, 7.018, 2.361], [1.111, 5.870, 3.097], [2.078, 2.334, -1.594], [1.252, 1.871, -1.404], [2.699, 1.625, -1.806], [-2.879, 6.204, -5.809], [-2.325, 6.519, -6.535], [-3.065, 5.286, -6.038], [3.965, -5.412, -0.362], [3.294, -6.105, -0.442], [3.952, -4.973, -1.216], [-4.516, -0.083, 4.222], [-5.396, 0.294, 4.358], [-4.162, -0.176, 5.116], [3.803, 7.599, 1.266], [4.361, 7.904, 0.540], [3.615, 6.677, 1.046], [0.733, 0.418, 4.484], [-0.099, -0.033, 4.674], [1.351, -0.301, 4.305], [2.328, -1.949, 5.943], [2.242, -2.891, 6.155], [2.435, -1.931, 4.983], [1.339, -6.715, -0.278], [0.393, -6.782, -0.456], [1.602, -7.621, -0.068], [-0.582, 5.983, -2.675], [-1.162, 6.554, -3.197], [-0.194, 6.579, -2.021], [4.202, -4.227, 4.721], [3.897, -3.547, 4.107], [4.328, -3.752, 5.553], [-0.293, 2.943, -7.418], [0.499, 2.770, -7.942], [-0.065, 2.622, -6.537], [5.540, -0.502, -2.414], [4.873, -1.194, -2.502], [5.523, -0.051, -3.268], [1.495, -5.360, 2.420], [1.407, -6.297, 2.630], [1.603, -5.345, 1.461], [3.551, -3.880, 7.720], [3.710, -2.926, 7.783], [3.026, -4.081, 8.506], [1.029, 4.148, -4.518], [0.154, 4.522, -4.354], [1.403, 4.027, -3.634], [-3.955, 3.905, 3.387], [-4.040, 2.964, 3.589], [-3.842, 3.928, 2.429], [-2.910, -2.654, 1.259], [-2.750, -1.704, 1.324], [-3.439, -2.858, 2.045], [-9.286, 2.594, 0.571], [-8.486, 2.400, 0.064], [-9.072, 2.306, 1.466], [0.949, -2.852, 9.119], [0.941, -2.256, 9.877], [0.810, -2.269, 8.361], [-5.164, 3.112, 6.013], [-5.178, 3.701, 6.777], [-5.303, 3.703, 5.260], [4.758, -0.793, 7.192], [4.183, -0.219, 6.672], [5.148, -0.202, 7.849], [3.858, -4.144, -6.972], [4.011, -3.195, -6.888], [3.341, -4.369, -6.187], [5.626, 1.460, 0.117], [5.228, 0.744, -0.396], [6.575, 1.313, 0.025], [-5.068, -3.285, 3.615], [-4.918, -2.333, 3.682], [-5.594, -3.496, 4.395], [-5.382, -1.206, -0.196], [-4.554, -0.731, -0.056], [-5.174, -2.115, 0.059], [1.835, -4.387, -9.527], [0.958, -4.501, -9.143], [2.439, -4.638, -8.815]], "mulliken_charge": [-0.912, 0.247, 1.119, 0.331, -0.722, 0.397, -0.616, -0.412, 0.150, -1.051, -0.477, -0.215, 0.170, -0.115, 0.696, -0.156, -0.210, 0.108, 0.564, -0.362, -0.223, -0.665, -0.137, -0.671, -0.225, 0.494, 0.077, -0.075, 0.438, 0.303, 0.016, -0.109, 0.331, 0.268, 0.042, 0.311, 0.213, 0.389, 0.212, 0.544, 0.414, -0.130, 0.573, 0.231, -0.103, 0.249, 0.182, -0.290, 0.198, 0.181, -0.622, 0.292, 0.324, -0.657, 0.299, 0.216, -0.591, 0.291, 0.298, -0.613, 0.285, 0.287, -0.617, 0.321, 0.260, -0.610, 0.244, 0.256, -0.626, 0.317, 0.329, -0.592, 0.324, 0.270, -0.652, 0.296, 0.325, -0.623, 0.304, 0.313, -0.523, 0.302, 0.060, -0.669, 0.373, 0.292, -0.590, 0.260, 0.300, -0.534, 0.303, 0.251, -0.657, 0.341, 0.298, -0.642, 0.319, 0.196, -0.615, 0.221, 0.315, -0.591, 0.266, 0.340, -0.630, 0.347, 0.279, -0.560, 0.346, 0.336, -0.609, 0.326, 0.297, -0.551, 0.121, 0.341, -0.628, 0.327, 0.301, -0.612, 0.316, 0.310, -0.619, 0.300, 0.326, -0.581, 0.292, 0.293, -0.611, 0.311, 0.370, -0.610, 0.309, 0.303, -0.637, 0.335, 0.295, -0.590, 0.296, 0.326, -0.625, 0.279, 0.346]}

---

Entry 3:
{"formula": "C15H9Br2F6NO8PS3", "method": "the ωB97M-V functional and the def2-TZVPD basis", "gap_ev": 7.693, "charge": -1, "e_lumo_ev": 0.88, "e_tot_ev": -231758.23676, "de_lowest_kcal_mol": 11.9, "elements": ["C", "C", "Br", "C", "Br", "C", "C", "C", "C", "P", "O", "O", "S", "C", "C", "C", "O", "C", "C", "C", "O", "H", "H", "H", "H", "H", "H", "H", "H", "H", "C", "F", "F", "F", "S", "O", "O", "N", "S", "O", "O", "C", "F", "F", "F"], "coordinates": [[2.781, 0.421, -0.336], [3.343, 1.417, -1.295], [5.246, 1.613, -1.270], [2.577, 2.115, -2.133], [3.336, 3.355, -3.362], [1.120, 1.825, -2.081], [0.738, 0.574, -2.463], [-0.550, 0.189, -2.434], [-1.537, 1.036, -2.017], [-3.225, 0.360, -1.944], [-3.940, 0.564, -3.358], [-3.003, -1.248, -1.922], [-4.264, 0.874, -0.415], [-1.188, 2.313, -1.672], [0.132, 2.700, -1.693], [0.440, 4.103, -1.230], [1.329, 4.797, -1.676], [-0.480, 4.621, -0.178], [-1.745, 4.254, -0.179], [-2.205, 3.347, -1.264], [-3.287, 3.465, -1.799], [2.315, -0.404, -0.860], [2.010, 0.833, 0.309], [3.548, -0.019, 0.286], [1.482, -0.133, -2.788], [-0.807, -0.822, -2.709], [-4.030, -0.307, -3.770], [-2.479, -1.422, -1.122], [-0.069, 5.275, 0.577], [-2.439, 4.598, 0.571], [0.419, -2.936, 5.485], [0.349, -2.059, 6.487], [1.607, -3.548, 5.559], [-0.522, -3.866, 5.691], [0.192, -2.092, 3.869], [1.285, -1.165, 3.787], [-1.119, -1.516, 3.938], [0.327, -3.391, 2.965], [0.194, -3.189, 1.405], [1.275, -2.486, 0.774], [-1.122, -2.870, 0.921], [0.443, -4.947, 0.933], [-0.492, -5.738, 1.469], [1.633, -5.402, 1.339], [0.384, -5.089, -0.394]], "mulliken_charge": [-1.283, 0.456, -0.188, -0.893, -0.080, 0.464, -0.738, -0.472, 0.306, 0.840, -0.507, -0.533, -0.430, 0.572, 0.757, 0.109, -0.504, -0.530, -0.723, -0.033, -0.519, 0.265, 0.283, 0.523, 0.747, 0.684, 0.329, 0.261, 0.413, 0.431, 0.626, -0.219, -0.239, -0.238, 1.053, -0.652, -0.650, -0.377, 1.062, -0.610, -0.654, 0.588, -0.230, -0.236, -0.230]}

---

Entry 4:
{"formula": "C15H9BrN2O2SV", "method": "the ωB97M-V functional and the def2-TZVPD basis", "gap_ev": [5.843, 5.849], "charge": 3, "e_lumo_ev": [-13.72, -13.71], "e_tot_ev": -129309.63028, "elements": ["V", "Br", "C", "C", "C", "C", "C", "N", "C", "O", "O", "H", "H", "H", "S", "C", "C", "C", "C", "C", "C", "C", "C", "C", "N", "H", "H", "H", "H", "H", "H"], "coordinates": [[0.167, 0.279, -0.439], [-0.019, -1.822, 1.687], [1.071, -2.361, 0.217], [1.718, -3.574, 0.012], [2.441, -3.720, -1.171], [2.483, -2.692, -2.124], [1.799, -1.529, -1.824], [1.130, -1.378, -0.670], [1.650, -0.239, -2.660], [2.142, -0.003, -3.697], [0.846, 0.499, -1.892], [1.649, -4.379, 0.737], [2.954, -4.658, -1.368], [3.018, -2.804, -3.060], [-0.054, 3.260, 2.526], [1.666, 3.104, 2.273], [1.996, 2.165, 1.336], [0.863, 1.530, 0.815], [-0.365, 2.035, 1.385], [-1.659, 1.561, 0.943], [-2.889, 1.988, 1.458], [-4.062, 1.494, 0.909], [-4.007, 0.573, -0.140], [-2.759, 0.187, -0.610], [-1.636, 0.653, -0.080], [2.340, 3.723, 2.849], [3.016, 1.939, 1.046], [-2.912, 2.706, 2.268], [-5.022, 1.837, 1.273], [-4.908, 0.152, -0.565], [-2.658, -0.526, -1.432]], "mulliken_charge": [0.615, 0.015, 0.665, -0.543, -0.230, -0.648, 0.601, -0.129, 0.293, -0.320, -0.490, 0.477, 0.484, 0.521, 0.017, -0.333, -0.540, 0.445, 0.147, 1.102, -0.817, -0.400, -0.834, 0.116, -0.108, 0.541, 0.452, 0.446, 0.506, 0.469, 0.479]}

---

Entry 5:
{"formula": "C15H9Cl2FN2O3S", "method": "the ωB97M-V functional and the def2-TZVPD basis", "gap_ev": 9.580, "charge": 0, "e_lumo_ev": 0.49, "e_tot_ev": -63420.51464, "de_lowest_kcal_mol": 0.1, "elements": ["C", "C", "O", "N", "C", "C", "C", "F", "C", "C", "C", "C", "Cl", "C", "C", "O", "O", "C", "C", "C", "N", "C", "Cl", "S", "H", "H", "H", "H", "H", "H", "H", "H", "H"], "coordinates": [[-1.064, -4.185, 0.224], [-1.776, -2.894, 0.307], [-3.000, -2.847, 0.831], [-3.467, -1.575, 0.811], [-2.543, -0.826, 0.279], [-2.695, 0.622, 0.106], [-3.478, 1.148, -0.915], [-4.103, 0.303, -1.752], [-3.616, 2.510, -1.109], [-2.952, 3.376, -0.258], [-2.162, 2.888, 0.768], [-2.039, 1.520, 0.944], [-1.068, 0.901, 2.225], [-1.408, -1.619, -0.076], [-0.165, -1.208, -0.724], [0.758, -1.942, -0.975], [-0.178, 0.102, -1.033], [0.984, 0.593, -1.690], [2.185, 0.554, -0.804], [2.257, 0.837, 0.526], [3.479, 0.707, 1.089], [4.356, 0.328, 0.234], [5.984, 0.083, 0.600], [3.744, 0.083, -1.394], [-0.103, -4.032, -0.259], [-0.913, -4.590, 1.223], [-1.657, -4.902, -0.341], [-4.234, 2.870, -1.915], [-3.050, 4.442, -0.396], [-1.644, 3.560, 1.433], [0.730, 1.619, -1.971], [1.175, -0.001, -2.591], [1.434, 1.142, 1.145]], "mulliken_charge": [-1.311, -0.144, -0.167, -0.652, -0.601, 0.291, 0.602, -0.305, -0.719, -0.392, -0.793, 0.885, -0.154, 1.318, 0.484, -0.683, -0.097, -0.783, 0.735, -0.598, -0.518, 0.434, -0.161, -0.153, 0.318, 0.334, 0.341, 0.469, 0.399, 0.461, 0.334, 0.407, 0.419]}

---

Entry 6:
{"formula": "C15H9Cl2FN2O3S", "method": "the ωB97M-V functional and the def2-TZVPD basis", "gap_ev": 9.799, "charge": 0, "e_lumo_ev": 0.54, "e_tot_ev": -63420.51897, "de_lowest_kcal_mol": 0.0, "elements": ["C", "C", "O", "N", "C", "C", "C", "F", "C", "C", "C", "C", "Cl", "C", "C", "O", "O", "C", "C", "C", "N", "C", "Cl", "S", "H", "H", "H", "H", "H", "H", "H", "H", "H"], "coordinates": [[0.840, 1.730, 3.111], [0.269, 0.449, 2.646], [-0.332, -0.346, 3.531], [-0.788, -1.466, 2.920], [-0.483, -1.374, 1.656], [-0.785, -2.410, 0.670], [0.238, -2.945, -0.110], [1.501, -2.534, 0.110], [0.008, -3.905, -1.074], [-1.288, -4.348, -1.277], [-2.329, -3.844, -0.518], [-2.077, -2.884, 0.449], [-3.380, -2.248, 1.371], [0.210, -0.148, 1.404], [0.656, 0.344, 0.103], [0.315, -0.110, -0.961], [1.491, 1.391, 0.230], [1.980, 1.938, -0.996], [0.965, 2.803, -1.662], [0.959, 4.160, -1.777], [-0.095, 4.691, -2.435], [-0.907, 3.776, -2.829], [-2.331, 4.099, -3.675], [-0.449, 2.136, -2.415], [1.927, 1.686, 3.071], [0.518, 2.542, 2.462], [0.523, 1.920, 4.133], [0.835, -4.287, -1.651], [-1.487, -5.094, -2.030], [-3.339, -4.187, -0.672], [2.264, 1.112, -1.659], [2.857, 2.526, -0.722], [1.715, 4.824, -1.401]], "mulliken_charge": [-1.052, 0.177, -0.192, -0.620, -0.144, 0.310, 0.674, -0.344, -0.804, -0.404, -0.672, 0.406, -0.200, 0.783, 0.669, -0.659, -0.257, -0.703, 0.809, -0.836, -0.511, 0.445, -0.162, -0.029, 0.244, 0.289, 0.366, 0.448, 0.383, 0.434, 0.343, 0.395, 0.414]}